C26H27BN8Pd | wB97M-V/def2-TZVPD

```
63
C26H27BN8Pd (wB97M-V/def2-TZVPD)
Pd -0.435 -0.689 1.124
C -2.521 -3.242 0.146
C -2.023 -2.415 -0.993
C -2.285 -2.533 -2.368
C -1.543 -1.531 -2.951
N -0.884 -0.869 -1.978
N -1.189 -1.406 -0.782
B -0.050 0.435 -2.173
N -0.835 1.639 -1.627
C -1.307 2.772 -2.194
C -1.917 3.510 -1.205
C -1.764 2.736 -0.036
C -2.215 3.034 1.358
N -1.111 1.620 -0.304
N 1.313 0.341 -1.449
C 2.439 1.007 -1.779
C 3.372 0.784 -0.793
C 2.712 -0.033 0.146
C 3.221 -0.580 1.438
N 1.473 -0.273 -0.258
N 0.255 0.523 -3.686
C 1.145 -0.281 -4.310
C 1.009 -0.094 -5.665
C -0.021 0.860 -5.784
C -0.591 1.460 -7.030
N -0.471 1.215 -4.591
H -3.553 -3.554 -0.018
H -2.465 -2.662 1.069
H -1.912 -4.139 0.273
H -2.924 -3.247 -2.860
H -1.450 -1.239 -3.984
H -1.193 2.945 -3.248
H -2.407 4.464 -1.311
H -3.133 3.623 1.351
H -1.458 3.599 1.907
H -2.386 2.105 1.901
H 2.502 1.576 -2.691
H 4.385 1.150 -0.753
H 4.310 -0.525 1.478
H 2.911 -1.618 1.562
H 2.807 -0.021 2.278
H 1.795 -0.929 -3.745
H 1.566 -0.571 -6.453
H -0.159 0.990 -7.913
H -0.386 2.531 -7.079
H -1.673 1.329 -7.063
C 0.479 -2.829 6.215
C 0.062 -3.262 4.938
C -0.037 -2.366 3.911
C 0.270 -0.990 4.080
C 0.163 -0.073 2.976
C 0.509 1.236 3.249
C 0.934 1.670 4.523
C 1.027 0.795 5.569
C 0.697 -0.566 5.370
C 0.788 -1.515 6.421
H 0.557 -3.541 7.029
H -0.179 -4.307 4.776
H -0.350 -2.681 2.920
H 0.469 1.970 2.448
H 1.191 2.714 4.670
H 1.352 1.123 6.551
H 1.112 -1.174 7.399
```

The spin multiplicity is 2. The HOMO energy (spin up / spin down) is -3.66 / -4.32 eV. Its expectation value of S² is 0.75. Its charge is -1. For the LUMO energy (spin up / spin down), the calculation gives 2.829 / 2.821 eV. As for the electronic energy: -43481.8092 eV. The value obtained for the HOMO-LUMO gap (spin up / spin down) is 0.239 / 0.262 hartree.

Results of the Mulliken charge analysis, in e, for atoms 1 through 4: Pd -0.225; C -1.151; C 0.416; C -1.413

=====

C26H27BaFN5O7 | wB97M-V/def2-TZVPD

```
67
C26H27BaFN5O7 (wB97M-V/def2-TZVPD)
Ba -11.661 15.145 2.343
F -14.709 21.860 2.874
C -13.759 21.290 3.674
C -13.416 19.980 3.480
C -12.395 19.377 4.282
C -12.074 18.027 4.008
O -12.870 17.417 3.222
C -10.835 17.495 4.709
C -10.396 18.230 5.760
N -10.899 19.458 6.154
C -10.414 20.036 7.378
C -11.398 20.291 8.461
C -10.435 19.160 8.585
C -11.830 20.113 5.342
C -12.195 21.433 5.530
C -13.164 22.057 4.727
N -13.516 23.358 4.964
C -13.641 23.844 6.337
C -12.876 25.140 6.597
N -12.671 25.881 5.298
C -13.797 25.724 4.325
C -13.962 24.268 3.905
C -9.837 16.410 4.407
O -10.000 15.366 5.144
O -9.060 16.555 3.389
H -13.896 19.351 2.745
H -9.527 17.917 6.348
H -9.563 20.760 7.373
H -12.428 20.025 8.192
H -11.196 21.193 9.077
H -10.860 18.144 8.429
H -9.604 19.317 9.305
H -11.687 22.022 6.295
H -13.274 23.089 7.052
H -14.714 23.960 6.581
H -11.869 24.971 7.009
H -13.382 25.808 7.292
H -11.793 25.530 4.860
H -12.518 26.876 5.499
H -13.583 26.338 3.436
H -14.707 26.115 4.826
H -13.407 24.074 2.974
H -15.039 24.072 3.714
O -10.935 13.820 0.098
C -12.112 13.417 -0.183
O -13.154 13.698 0.555
C -12.384 12.697 -1.361
C -11.322 12.517 -2.193
C -11.646 11.839 -3.350
C -12.964 11.463 -3.568
C -13.998 11.670 -2.657
C -13.709 12.328 -1.494
H -10.330 12.861 -1.926
H -10.907 11.606 -4.118
H -13.194 10.977 -4.514
H -14.991 11.332 -2.894
H -14.444 12.546 -0.726
N -10.112 11.161 2.618
C -10.423 12.217 3.452
N -9.358 12.850 4.017
O -11.588 12.637 3.563
H -9.133 10.954 2.417
H -10.829 10.921 1.935
H -8.414 12.466 4.003
H -9.533 13.679 4.619
O -12.680 16.836 -0.460
C -13.839 16.894 -0.224
```

The HOMO energy is -9.95 eV. Its charge is +1. For the LUMO energy, the calculation gives -3.666 eV. As for the electronic energy: -52590.2646 eV. The value obtained for the HOMO-LUMO gap is 0.231 hartree.

Results of the Mulliken charge analysis, in e, for atoms 1 through 4: Ba 1.646; F -0.328; C 0.483; C -1.001

=====

C26H27Cl5CsIN5OS3 | wB97M-V/def2-TZVPD

```
69
C26H27Cl5CsIN5OS3 (wB97M-V/def2-TZVPD)
Cs 0.397 -0.771 0.833
C -1.682 5.934 1.550
C -1.711 4.683 2.428
S -1.106 3.183 1.609
C -2.575 2.138 1.619
C -3.691 2.528 0.656
S -3.271 2.389 -1.117
C -3.363 4.116 -1.687
C -2.308 5.062 -1.099
S -2.986 6.033 0.288
H -0.716 6.052 1.059
H -1.851 6.819 2.167
H -2.724 4.488 2.782
H -1.080 4.832 3.306
H -2.953 2.108 2.642
H -2.186 1.141 1.401
H -4.007 3.556 0.820
H -4.551 1.876 0.829
H -4.374 4.482 -1.502
H -3.236 4.039 -2.769
H -1.948 5.759 -1.856
H -1.473 4.486 -0.712
Cl 3.412 -1.793 3.017
C 3.290 -3.046 1.773
C 2.473 -2.789 0.691
C 2.429 -3.804 -0.234
Cl 1.355 -3.582 -1.641
C 3.168 -4.984 -0.161
Cl 3.116 -6.182 -1.421
C 3.967 -5.199 0.961
Cl 4.880 -6.662 1.118
C 4.017 -4.222 1.956
Cl 4.977 -4.493 3.376
N -1.430 1.043 -8.212
C -1.486 0.672 -9.540
C -1.672 1.393 -10.718
C -1.684 0.666 -11.891
C -1.516 -0.732 -11.890
C -1.334 -1.434 -10.716
C -1.322 -0.715 -9.520
N -1.173 -1.161 -8.214
C -1.242 -0.095 -7.477
C -1.163 -0.092 -5.997
C -1.248 1.071 -5.252
C -1.233 0.988 -3.866
N -1.125 -0.162 -3.209
C -1.003 -1.276 -3.932
C -1.021 -1.290 -5.318
H -1.516 1.974 -7.850
H -1.801 2.468 -10.719
H -1.827 1.182 -12.832
H -1.533 -1.264 -12.832
H -1.203 -2.510 -10.710
H -1.322 2.047 -5.718
H -1.321 1.879 -3.253
H -0.887 -2.198 -3.369
H -0.930 -2.213 -5.876
N -4.270 -1.287 0.912
C -3.134 -1.136 0.151
N -3.329 -0.860 -1.165
O -2.015 -1.216 0.658
H -5.132 -1.546 0.463
H -4.109 -1.671 1.828
H -4.227 -0.531 -1.476
H -2.523 -0.557 -1.691
I -1.647 1.702 5.250
C -0.137 0.499 4.222
H 0.787 1.042 4.461
H -0.135 -0.421 4.820
```

The HOMO energy is -2.99 eV. Its charge is -1. For the LUMO energy, the calculation gives 1.165 eV. As for the electronic energy: -140666.0510 eV. The value obtained for the HOMO-LUMO gap is 0.153 hartree.

Results of the Mulliken charge analysis, in e, for atoms 1 through 4: Cs 1.095; C -0.675; C -0.736; S -0.145

=====

C26H27Cl5FLaN3O2S | wB97M-V/def2-TZVPD

```
66
C26H27Cl5FLaN3O2S (wB97M-V/def2-TZVPD)
La -0.735 1.124 1.219
Cl -3.310 7.484 1.378
C -2.690 5.962 0.895
C -1.353 5.833 0.515
Cl -0.309 7.188 0.603
C -0.869 4.604 0.072
Cl 0.827 4.433 -0.251
C -1.709 3.492 -0.031
O -1.268 2.315 -0.503
C -3.004 3.603 0.503
Cl -3.920 2.146 0.792
C -3.503 4.835 0.921
Cl -5.119 4.940 1.486
C -2.467 -5.802 -1.151
C -1.347 -5.161 -0.341
C -1.801 -3.970 0.487
N -2.186 -2.878 -0.413
C -2.445 -1.641 -0.063
S -2.567 -1.221 1.600
N -2.690 -0.684 -1.020
C -2.604 -0.710 -2.434
O -3.227 0.115 -3.046
C -1.701 -1.691 -3.103
C -0.359 -1.826 -2.760
C 0.424 -2.730 -3.460
C -0.127 -3.501 -4.478
C -1.465 -3.358 -4.817
C -2.254 -2.439 -4.138
H -2.108 -6.678 -1.689
H -2.880 -5.119 -1.898
H -3.290 -6.119 -0.509
H -0.536 -4.848 -1.006
H -0.914 -5.890 0.346
H -1.013 -3.608 1.149
H -2.660 -4.227 1.109
H -2.131 -3.088 -1.400
H -3.167 0.146 -0.691
H 0.057 -1.245 -1.945
H 1.472 -2.841 -3.213
H 0.488 -4.211 -5.015
H -1.893 -3.950 -5.614
H -3.293 -2.298 -4.405
F 0.396 -0.387 0.120
C 3.172 -0.700 1.477
N 3.738 0.349 0.563
C 5.186 0.578 0.851
C 2.903 1.642 0.563
C 2.634 2.166 1.948
C 3.657 2.842 2.614
C 3.433 3.347 3.888
C 2.179 3.212 4.465
C 1.158 2.594 3.751
C 1.341 2.032 2.482
H 3.736 -1.614 1.312
H 2.124 -0.820 1.219
H 3.299 -0.337 2.493
H 3.677 -0.019 -0.385
H 5.273 0.883 1.889
H 5.554 1.354 0.186
H 5.713 -0.359 0.685
H 1.998 1.360 0.023
H 3.462 2.337 -0.066
H 4.616 3.018 2.139
H 4.222 3.864 4.418
H 1.995 3.618 5.452
H 0.180 2.556 4.233
```

The HOMO energy is -11.00 eV. Its charge is +1. For the LUMO energy, the calculation gives -2.471 eV. As for the electronic energy: -112987.8691 eV. The value obtained for the HOMO-LUMO gap is 0.313 hartree.

Results of the Mulliken charge analysis, in e, for atoms 1 through 4: La 1.276; Cl -0.162; C 0.429; C -0.036

=====

C26H27CrF3N4O4SSi | wB97M-V/def2-TZVPD

```
67
C26H27CrF3N4O4SSi (wB97M-V/def2-TZVPD)
Cr 0.007 -0.547 0.248
S 1.540 3.160 6.510
N 2.510 2.307 5.553
C 1.756 1.885 4.557
C 2.214 1.054 3.452
C 3.498 0.522 3.336
C 3.787 -0.287 2.261
C 2.809 -0.517 1.304
N 1.591 0.012 1.389
C 1.284 0.748 2.475
C -0.126 1.119 2.606
N -0.946 0.602 1.672
C -2.249 0.828 1.779
C -2.787 1.620 2.784
C -1.952 2.161 3.734
C -0.585 1.885 3.662
C 0.400 2.300 4.651
N 0.146 3.032 5.719
H 4.236 0.731 4.103
H 4.758 -0.750 2.153
H 3.001 -1.161 0.460
H -2.881 0.342 1.051
H -3.855 1.786 2.816
H -2.332 2.777 4.541
C 2.432 -0.575 -1.910
O 1.332 -1.300 -1.337
C 0.806 -2.261 -2.268
C -0.385 -2.898 -1.634
O -1.231 -1.834 -1.189
C -2.611 -2.208 -1.105
H 3.287 -1.244 -2.025
H 2.690 0.246 -1.244
H 2.149 -0.171 -2.878
H 1.562 -3.010 -2.498
H 0.523 -1.734 -3.177
H -0.096 -3.514 -0.786
H -0.900 -3.515 -2.369
H -2.987 -2.425 -2.105
H -3.158 -1.374 -0.677
H -2.737 -3.075 -0.458
F -0.376 -3.632 3.861
C -0.739 -4.016 2.624
F 0.118 -4.951 2.206
F -1.950 -4.559 2.692
C -0.714 -2.784 1.696
O 0.426 -2.490 1.205
O -1.775 -2.181 1.502
C -2.556 1.660 -1.260
Si -0.714 1.281 -1.300
C 0.177 2.834 -0.737
C -0.323 1.018 -3.113
C -1.160 0.221 -3.906
C -0.933 0.069 -5.269
C 0.141 0.718 -5.869
C 0.979 1.518 -5.104
C 0.744 1.666 -3.740
H -2.830 2.094 -2.226
H -2.788 2.393 -0.481
H -3.199 0.789 -1.104
H -0.035 3.660 -1.427
H 1.265 2.710 -0.683
H -0.175 3.133 0.259
H -2.010 -0.285 -3.453
H -1.597 -0.548 -5.866
H 0.309 0.617 -6.935
H 1.813 2.031 -5.568
H 1.401 2.313 -3.161
```

The spin multiplicity is 4. The HOMO energy (spin up / spin down) is -11.29 / -10.56 eV. Its expectation value of S² is 3.95. Its charge is +1. For the LUMO energy (spin up / spin down), the calculation gives -3.713 / -3.925 eV. As for the electronic energy: -96834.7096 eV. The value obtained for the HOMO-LUMO gap (spin up / spin down) is 0.278 / 0.244 hartree.

Results of the Mulliken charge analysis, in e, for atoms 1 through 4: Cr 0.266; S 0.177; N -0.649; C 0.765

=====

C26H27CsN2O9 | wB97M-V/def2-TZVPD

```
65
C26H27CsN2O9 (wB97M-V/def2-TZVPD)
Cs -0.429 -0.492 -0.818
C -4.238 1.420 -1.335
C -3.268 1.989 -0.333
C -3.369 1.643 1.016
C -2.473 2.140 1.947
C -1.438 2.981 1.546
C -1.313 3.317 0.208
C -2.231 2.831 -0.720
H -5.246 1.808 -1.164
H -4.260 0.330 -1.246
H -3.940 1.674 -2.354
H -4.140 0.946 1.321
H -2.564 1.847 2.986
H -0.721 3.349 2.271
H -0.488 3.933 -0.128
H -2.112 3.083 -1.768
C 0.496 -1.310 -5.203
C 0.448 -0.240 -4.118
O -0.482 -0.280 -3.324
C 1.512 0.768 -4.069
C 2.389 0.909 -5.160
C 3.411 1.829 -5.186
C 3.603 2.639 -4.044
C 2.793 2.529 -2.950
C 1.677 1.606 -2.892
O 0.937 1.552 -1.879
H -0.266 -2.049 -4.972
H 1.476 -1.788 -5.256
H 0.281 -0.875 -6.182
H 2.246 0.274 -6.028
H 4.052 1.925 -6.053
H 4.417 3.358 -4.034
H 2.949 3.141 -2.068
O -4.038 -5.889 0.272
C -3.422 -4.831 0.240
C -2.243 -4.464 1.080
O -1.651 -5.209 1.862
C -1.932 -3.052 0.814
C -2.918 -2.533 -0.133
O -3.063 -1.320 -0.444
C -3.731 -3.656 -0.628
O -4.534 -3.631 -1.560
O -0.986 -2.391 1.322
O 3.193 -2.533 -1.190
O 3.933 -2.137 -0.333
C 1.829 -1.366 2.437
C 2.534 -1.490 3.819
N 2.152 -0.367 4.689
C 0.686 -0.367 4.830
C 0.004 -0.221 3.439
N 1.034 -0.142 2.407
C 1.892 1.012 2.642
C 2.558 0.886 4.044
H 1.150 -2.198 2.239
H 2.558 -1.321 1.625
H 3.623 -1.483 3.721
H 2.252 -2.418 4.321
H 0.414 0.453 5.501
H 0.397 -1.301 5.315
H -0.606 0.682 3.382
H -0.634 -1.072 3.194
H 1.283 1.915 2.565
H 2.640 1.052 1.846
H 2.268 1.711 4.700
H 3.649 0.891 3.969
```

The HOMO energy (spin up / spin down) is -0.56 / -0.56 eV. Its charge is -2. For the LUMO energy (spin up / spin down), the calculation gives 2.857 / 2.852 eV. As for the electronic energy: -49352.7603 eV. The value obtained for the HOMO-LUMO gap (spin up / spin down) is 0.126 / 0.125 hartree.

Results of the Mulliken charge analysis, in e, for atoms 1 through 4: Cs 0.810; C -1.380; C 0.737; C -0.146